Arrangement P

{"formula": "CH8N4P", "method": "ωB97M-V/def2-TZVPD", "symbols": ["N", "N", "N", "C", "N", "P", "H", "H", "H", "H", "H", "H", "H", "H"], "xyz": [[2.29, 0.96, -0.44], [1.30, 0.09, -0.14], [0.46, 0.49, 0.70], [-0.76, -0.30, 0.71], [-0.52, -1.51, -0.16], [-2.16, 0.65, -0.16], [2.17, 1.86, 0.04], [3.12, 0.56, -1.00], [-1.10, -0.46, 1.79], [0.34, -1.17, -0.59], [-1.37, -1.83, -0.71], [-0.37, -2.31, 0.49], [-1.91, 1.84, 0.63], [-1.49, 1.13, -1.17]], "smiles": "N/N=N/[C@H]([NH3+])P", "charge": 1, "e_homo_ha": -0.49629, "lumo_energy_ev": -3.6}


Arrangement Q

{"formula": "CH8N4P", "method": "ωB97M-V/def2-TZVPD", "symbols": ["C", "N", "N", "N", "N", "P", "H", "H", "H", "H", "H", "H", "H", "H"], "xyz": [[-1.27, 0.11, -0.11], [-2.58, 0.02, 0.06], [-0.33, -0.80, -0.22], [1.96, 0.51, 0.52], [-0.61, 1.25, -0.19], [0.96, 0.36, -0.71], [-3.13, -0.66, -0.46], [-3.05, 0.87, 0.15], [-0.29, -1.79, 0.12], [2.73, -1.60, -0.11], [2.87, 1.05, 0.35], [1.76, 0.65, 1.49], [-1.19, 2.13, -0.41], [2.18, -2.08, -0.48]], "charge": 1, "e_homo_ha": -0.53611, "lumo_energy_ev": -3.1}


Energies relative to the minimum, kJ/mol: arrangement P 284.9; arrangement Q 0.0


Arrangement P

{"formula": "C2H8N6", "method": "ωB97M-V/def2-TZVPD", "symbols": ["H", "N", "N", "N", "N", "H", "H", "H", "C", "N", "C", "N", "H", "H", "H", "H"], "xyz": [[-2.50, -1.59, 1.80], [-1.74, -1.90, 1.19], [-1.61, -1.07, 0.25], [-0.73, -1.41, -0.71], [-0.69, -0.82, -1.97], [-0.17, -2.26, -0.62], [-1.62, -0.51, -2.23], [-0.10, 0.02, -1.90], [1.34, 0.31, 1.49], [1.20, 0.72, 0.13], [0.90, 1.76, -0.43], [0.53, 2.80, -0.93], [0.35, 0.10, 1.90], [1.96, -0.58, 1.50], [1.84, 1.07, 2.09], [1.05, 3.37, -1.56]], "smiles": "[H]/N=N/NN.CN=C=N", "e_homo_ha": -0.32923, "lumo_energy_ev": 0.9}


Arrangement Q

{"formula": "C2H8N6", "method": "ωB97M-V/def2-TZVPD", "symbols": ["C", "C", "H", "H", "H", "H", "H", "H", "H", "H", "N", "N", "N", "N", "N", "N"], "xyz": [[1.44, -0.06, -0.80], [-0.88, 0.56, -0.26], [-0.01, -2.03, 0.40], [1.48, -2.85, 0.67], [2.42, 0.46, -1.29], [1.78, 2.57, -0.55], [1.55, 2.10, 1.02], [-1.18, 1.28, 0.96], [-3.73, -1.01, -0.38], [-2.58, -0.27, 1.23], [0.98, -1.81, 0.40], [1.69, -1.32, -0.46], [0.56, 0.81, -0.09], [1.06, 2.01, 0.12], [-1.69, -0.30, -0.89], [-2.91, -0.12, -0.08]], "e_homo_ha": -0.29187, "lumo_energy_ev": 0.5}


Energies relative to the minimum, kJ/mol: arrangement P 0.0; arrangement Q 640.0


Arrangement P

{"formula": "C2H3I2N", "method": "ωB97M-V/def2-TZVPD", "symbols": ["C", "C", "N", "I", "I", "H", "H", "H"], "xyz": [[0.99, 1.26, -0.08], [0.58, -1.37, 0.48], [-0.05, 1.87, 0.03], [3.07, 1.50, 0.05], [2.45, -2.04, -0.05], [0.52, -1.16, 1.57], [-0.03, -1.71, -0.31], [-0.27, 2.90, 0.29]], "e_homo_ha": [-0.29291, -0.28801], "lumo_energy_ev": [-0.8, -0.3]}


Arrangement Q

{"formula": "C2H3I2N", "method": "ωB97M-V/def2-TZVPD", "symbols": ["C", "C", "N", "I", "I", "H", "H", "H"], "xyz": [[1.13, 1.26, -0.06], [0.44, -1.59, 0.02], [0.09, 1.86, 0.12], [3.18, 1.73, -0.02], [2.35, -2.27, -0.03], [-0.09, -1.63, 0.85], [-0.18, -1.47, -0.82], [-0.48, 2.66, -0.18]], "e_homo_ha": [-0.29230, -0.27901], "lumo_energy_ev": [-0.7, -0.1]}


Energies relative to the minimum, kJ/mol: arrangement P 0.0; arrangement Q 16.6


Arrangement P

{"formula": "C4H4F2", "method": "ωB97M-V/def2-TZVPD", "symbols": ["C", "C", "C", "F", "C", "F", "H", "H", "H", "H"], "xyz": [[1.28, 0.08, 0.39], [0.05, 0.05, -0.57], [-1.43, 0.56, -0.08], [-2.13, 1.62, 0.33], [-1.15, -0.70, -0.08], [-1.66, -1.88, -0.02], [0.99, -0.06, 1.41], [1.88, 0.84, 0.11], [1.99, -0.66, 0.17], [0.18, 0.13, -1.67]], "smiles": "CC1C(F)=C1F", "e_homo_ha": -0.34868, "lumo_energy_ev": 0.7}


Arrangement Q

{"formula": "C4H4F2", "method": "ωB97M-V/def2-TZVPD", "symbols": ["F", "C", "F", "C", "C", "C", "H", "H", "H", "H"], "xyz": [[-2.93, -0.80, -0.22], [-1.79, -0.46, 0.32], [-1.97, -0.63, 1.74], [-0.51, -0.86, -0.29], [0.40, -0.08, 0.49], [-0.80, 0.68, 0.03], [-0.43, -1.45, -1.14], [1.28, 0.18, 0.07], [0.48, -0.18, 1.51], [-0.88, 1.65, -0.39]], "smiles": "FC1(F)[C@@H]2C[C@@H]21", "e_homo_ha": -0.36070, "lumo_energy_ev": 1.1}


Energies relative to the minimum, kJ/mol: arrangement P 103.0; arrangement Q 0.0


Arrangement P

{"formula": "C6H11FO", "method": "ωB97M-V/def2-TZVPD", "symbols": ["C", "C", "C", "C", "O", "C", "F", "C", "H", "H", "H", "H", "H", "H", "H", "H", "H", "H", "H"], "xyz": [[-2.48, -0.19, -0.25], [-1.01, -0.43, 0.11], [-0.34, 0.67, 0.92], [0.96, 0.43, -0.03], [1.48, 1.63, -0.46], [2.02, -0.51, 0.62], [3.09, -0.66, -0.30], [0.05, -0.31, -1.03], [-2.86, -0.97, -0.85], [-3.21, -0.13, 0.58], [-2.49, 0.84, -0.80], [-0.84, -1.36, 0.66], [-0.73, 1.66, 0.72], [-0.18, 0.55, 2.01], [2.27, 1.28, -0.93], [1.56, -1.45, 0.93], [2.39, 0.01, 1.46], [0.52, -1.23, -1.41], [-0.22, 0.17, -1.96]], "smiles": "C[C@H]1C[C@](O)(CF)C1", "e_homo_ha": -0.36755, "lumo_energy_ev": 1.0}


Arrangement Q

{"formula": "C6H11FO", "method": "ωB97M-V/def2-TZVPD", "symbols": ["C", "C", "O", "C", "F", "C", "C", "C", "H", "H", "H", "H", "H", "H", "H", "H", "H", "H", "H"], "xyz": [[0.29, 1.93, -0.92], [-0.09, 0.68, -0.06], [0.07, 0.87, 1.34], [-1.61, 0.50, -0.20], [-1.94, -0.83, 0.08], [0.63, -0.60, -0.55], [0.83, -1.80, 0.30], [1.97, -1.01, -0.02], [-0.01, 1.75, -2.00], [-0.25, 2.81, -0.54], [1.36, 2.13, -0.78], [0.99, 0.69, 1.55], [-2.10, 1.17, 0.59], [-2.02, 0.70, -1.18], [0.49, -0.73, -1.59], [0.68, -2.83, -0.04], [0.46, -1.76, 1.33], [2.72, -1.37, -0.73], [2.43, -0.28, 0.70]], "smiles": "C[C@@](O)(CF)C1CC1", "e_homo_ha": -0.37322, "lumo_energy_ev": 0.9}


Energies relative to the minimum, kJ/mol: arrangement P 0.0; arrangement Q 10.1


Arrangement P

{"formula": "C9H18N2O4", "method": "ωB97M-V/def2-TZVPD", "symbols": ["C", "C", "C", "C", "N", "C", "O", "C", "N", "C", "C", "O", "C", "O", "O", "H", "H", "H", "H", "H", "H", "H", "H", "H", "H", "H", "H", "H", "H", "H", "H", "H", "H"], "xyz": [[0.17, 3.15, 2.35], [0.44, 2.23, 1.19], [1.98, 2.02, 0.89], [-0.45, 0.98, 1.40], [0.23, -0.15, 0.87], [0.43, -0.32, -0.45], [0.59, 0.49, -1.38], [0.56, -1.87, -0.92], [0.73, -2.82, 0.10], [-0.50, -2.07, -1.96], [0.14, -3.06, -2.89], [-1.90, -2.51, -1.51], [-1.79, 1.20, 0.69], [-2.28, 0.39, -0.13], [-2.37, 2.43, 0.92], [0.47, 4.29, 1.87], [-0.89, 2.99, 2.57], [1.09, 2.77, 3.12], [-0.10, 2.78, 0.31], [2.21, 1.83, -0.27], [2.30, 1.18, 1.68], [2.41, 2.99, 1.41], [-0.81, 0.85, 2.34], [-0.02, -1.13, 1.30], [1.53, -1.77, -1.52], [-0.16, -3.30, 0.16], [1.33, -3.57, 0.00], [-0.60, -1.08, -2.53], [0.00, -4.06, -2.36], [1.30, -2.60, -3.22], [-0.49, -3.12, -3.88], [-2.12, -1.76, -0.89], [-3.43, 2.60, 0.76]], "smiles": "CC(C)[C@H](NC(=O)[C@@H](N)[C@@H](C)O)C(=O)O", "e_homo_ha": -0.32942, "lumo_energy_ev": 0.3}


Arrangement Q

{"formula": "C9H18N2O4", "method": "ωB97M-V/def2-TZVPD", "symbols": ["C", "C", "C", "C", "C", "N", "C", "O", "N", "C", "C", "O", "C", "O", "O", "H", "H", "H", "H", "H", "H", "H", "H", "H", "H", "H", "H", "H", "H", "H", "H", "H", "H"], "xyz": [[3.57, -0.43, -0.14], [2.13, 0.11, 0.03], [2.23, 1.59, 0.09], [0.99, -0.49, -0.84], [0.21, -1.62, -0.30], [-0.81, -2.00, -1.16], [-0.17, -1.20, 1.20], [0.40, -1.64, 2.23], [-1.33, -0.36, 1.46], [-2.34, 0.43, 0.79], [-2.12, 1.70, -0.14], [-0.89, 2.24, 0.11], [-3.40, -0.40, 0.01], [-4.49, 0.14, -0.11], [-3.06, -1.58, -0.33], [4.05, -0.33, 0.78], [3.52, -1.62, -0.45], [4.23, 0.06, -0.85], [1.89, -0.08, 1.07], [2.26, 1.89, -0.94], [1.16, 1.98, 0.37], [3.08, 2.00, 0.70], [0.24, 0.28, -1.19], [1.54, -0.87, -1.75], [0.80, -2.44, -0.05], [-0.58, -2.27, -2.14], [-1.27, -1.11, -1.29], [-0.92, 0.05, 2.39], [-2.86, 0.80, 1.67], [-2.11, 1.43, -1.12], [-2.96, 2.34, 0.07], [-0.81, 3.17, -0.01], [-2.16, -1.77, -0.14]], "smiles": "CC(C)C[C@H](N)C(=O)N[C@@H](CO)C(=O)O", "e_homo_ha": -0.35504, "lumo_energy_ev": 0.4}


Energies relative to the minimum, kJ/mol: arrangement P 77.2; arrangement Q 0.0


Arrangement P

{"formula": "C4H10NOS", "method": "ωB97M-V/def2-TZVPD", "symbols": ["C", "C", "C", "S", "N", "C", "O", "H", "H", "H", "H", "H", "H", "H", "H", "H", "H"], "xyz": [[-0.48, -1.62, -0.22], [0.52, -0.47, -0.23], [-0.04, 0.71, -1.00], [0.16, 0.52, -2.84], [0.74, -0.04, 1.20], [0.21, 1.33, 1.63], [-1.09, 1.59, 1.58], [-0.78, -1.99, -1.21], [-1.42, -1.36, 0.27], [-0.03, -2.46, 0.32], [1.49, -0.82, -0.56], [0.52, 1.63, -0.83], [-1.05, 0.97, -0.71], [-0.21, -0.77, -2.83], [0.03, -0.59, 1.69], [0.86, 2.04, 1.06], [0.58, 1.34, 2.69]], "smiles": "C[C@@H](CS)NC[O-]", "charge": -1, "e_homo_ha": -0.10144, "lumo_energy_ev": 3.2}


Arrangement Q

{"formula": "C4H10NOS", "method": "ωB97M-V/def2-TZVPD", "symbols": ["C", "N", "O", "H", "H", "H", "C", "C", "C", "S", "H", "H", "H", "H", "H", "H", "H"], "xyz": [[0.76, -1.78, -2.01], [1.29, -0.54, -1.99], [-0.01, -2.22, -1.18], [1.17, -2.40, -2.82], [0.79, 0.28, -1.45], [2.08, -0.35, -2.64], [-1.70, 0.08, 1.08], [-0.22, 0.15, 1.40], [0.33, 1.51, 1.09], [0.07, 1.96, -0.68], [-2.21, 1.02, 1.39], [-2.17, -0.80, 1.54], [-1.82, -0.09, -0.02], [-0.01, -0.05, 2.49], [0.28, -0.64, 0.81], [1.43, 1.51, 1.23], [-0.07, 2.35, 1.74]], "charge": -1, "e_homo_ha": -0.10287, "lumo_energy_ev": 3.8}


Arrangement R

{"formula": "C4H10NOS", "method": "ωB97M-V/def2-TZVPD", "symbols": ["O", "C", "N", "C", "C", "C", "S", "H", "H", "H", "H", "H", "H", "H", "H", "H", "H"], "xyz": [[0.82, 0.00, 3.34], [1.32, 0.08, 2.15], [0.44, -0.74, 1.10], [-0.77, 0.00, 0.84], [-0.67, 1.06, -0.38], [0.30, 0.65, -1.54], [-0.66, -0.57, -2.73], [2.43, -0.14, 1.88], [1.38, 1.18, 1.79], [0.20, -1.59, 1.53], [-1.59, -0.77, 0.85], [-0.95, 0.69, 1.84], [-0.28, 1.91, 0.18], [-1.75, 1.44, -0.60], [1.21, 0.21, -0.98], [0.55, 1.72, -1.93], [-1.38, -1.01, -1.63]], "smiles": "[O-]CNCCCS", "charge": -1, "e_homo_ha": -0.09793, "lumo_energy_ev": 3.1}


Energies relative to the minimum, kJ/mol: arrangement P 171.8; arrangement Q 0.0; arrangement R 312.4


Arrangement P

{"formula": "C3H12O5", "method": "ωB97M-V/def2-TZVPD", "symbols": ["H", "O", "O", "H", "H", "C", "O", "C", "H", "H", "C", "H", "H", "H", "O", "H", "H", "O", "H", "H"], "xyz": [[-1.83, -0.22, 0.93], [-2.01, -1.32, 0.46], [-0.96, 0.54, 1.37], [-1.99, -1.18, -0.53], [-1.40, -1.95, 0.94], [-0.32, 1.09, 0.35], [-0.96, 1.21, -0.70], [1.09, 1.60, 0.75], [1.15, 2.66, 0.45], [1.14, 1.60, 1.86], [2.44, 0.82, 0.31], [2.56, 1.03, -0.76], [3.37, 1.34, 0.73], [2.42, -0.19, 0.57], [-2.52, -0.54, -2.05], [-3.47, -0.39, -2.11], [-2.27, 0.44, -2.09], [0.79, -2.23, -0.30], [1.60, -2.73, -0.49], [1.18, -1.58, 0.30]], "e_homo_ha": -0.34791, "lumo_energy_ev": 0.5}


Arrangement Q

{"formula": "C3H12O5", "method": "ωB97M-V/def2-TZVPD", "symbols": ["O", "C", "O", "C", "C", "H", "H", "H", "H", "H", "H", "H", "H", "O", "H", "H", "O", "H", "H", "O"], "xyz": [[1.34, -0.97, -2.53], [-1.82, -0.40, 1.27], [-2.90, 0.27, 1.36], [-1.71, -1.65, 0.54], [-0.85, -0.16, -0.04], [-1.29, -0.35, 2.24], [-0.93, -2.37, 0.76], [-2.53, -2.00, -0.07], [0.01, -0.70, -0.49], [-1.52, 0.24, -0.80], [-0.29, 0.74, 0.27], [0.92, 2.67, 1.63], [0.80, 0.03, -2.50], [1.00, 1.83, 2.08], [0.48, 1.82, -2.79], [2.27, -0.76, -2.62], [0.22, 1.06, -2.25], [1.71, 0.91, 1.43], [2.77, -0.35, 1.59], [2.30, 0.16, 0.92]], "e_homo_ha": -0.34347, "lumo_energy_ev": -6.1}


Energies relative to the minimum, kJ/mol: arrangement P 0.0; arrangement Q 1175.3